# 1
33
Properties=species:S:1:pos:R:3:forces:R:3:mulliken_charge:R:1 method="wB97M-V/def2-TZVPD" multiplicity=1 max_force_ha_per_bohr=0.0089 charge=+1 lumo_energy_ev=-3.8 homo_lumo_gap_ev=7.4
Pd 0.1889 -1.3593 -0.5212 -0.034 -0.340 0.306 0.76
C -5.5015 1.5570 0.6223 -0.006 0.004 -0.012 -1.34
C -4.4791 0.6937 -0.0925 -0.003 0.002 -0.022 -0.34
N -3.1410 1.2376 0.1105 -0.010 0.010 0.063 -0.15
C -1.9923 0.5784 -0.0020 0.045 -0.043 0.065 0.61
S -2.0563 -1.1385 -0.3920 0.064 0.231 -0.224 -0.37
N -0.8816 1.2589 0.2242 -0.057 -0.110 -0.114 -1.04
N 0.2319 0.5130 0.0447 -0.005 0.069 0.296 0.16
C 1.3773 0.9890 0.4102 0.089 -0.030 -0.154 0.52
C 1.5010 2.3121 1.0813 -0.009 0.033 -0.066 -1.39
C 2.5394 0.1319 0.0968 -0.069 -0.012 0.013 0.75
C 3.8470 0.5824 0.1677 -0.010 -0.046 0.056 -0.64
C 4.8794 -0.2711 -0.1921 0.000 -0.020 -0.003 -0.39
C 4.5833 -1.5554 -0.6129 0.017 0.018 0.012 -0.80
C 3.2546 -1.9388 -0.6664 -0.002 -0.012 0.067 0.08
N 2.2602 -1.1277 -0.3194 -0.031 0.238 -0.265 -0.31
H -6.5032 1.1701 0.4447 0.001 -0.002 0.003 0.38
H -5.4747 2.5843 0.2545 -0.001 -0.001 -0.002 0.36
H -5.3231 1.5667 1.6974 0.004 0.001 0.000 0.36
H -4.6961 0.6444 -1.1624 0.002 -0.013 0.001 0.29
H -4.5029 -0.3240 0.2969 -0.001 0.005 0.011 0.36
H -3.0554 2.2206 0.3245 -0.003 -0.003 0.013 0.31
H 0.6785 2.4313 1.7842 0.008 0.007 0.002 0.41
H 1.4213 3.1279 0.3594 0.005 -0.013 -0.015 0.30
H 2.4466 2.3985 1.6094 -0.013 0.018 0.018 0.43
H 4.0541 1.5918 0.4892 0.015 -0.002 -0.009 0.28
H 5.9051 0.0689 -0.1482 -0.001 0.002 0.002 0.44
H 5.3581 -2.2487 -0.9051 -0.005 -0.007 0.006 0.40
H 2.9768 -2.9315 -0.9954 0.003 0.006 -0.026 0.37
N 0.0566 -3.4154 -0.9574 -0.015 0.048 0.045 -0.71
H 0.6607 -3.9589 -0.3483 0.003 -0.031 -0.021 0.32
H 0.2791 -3.6563 -1.9184 0.014 0.037 -0.022 0.30
H -0.8925 -3.7328 -0.7839 0.001 -0.043 -0.025 0.30

# 2
34
Properties=species:S:1:pos:R:3:forces:R:3:mulliken_charge:R:1 method="wB97M-V/def2-TZVPD" multiplicity=1 smiles="CCN(CC)C(=S)SCCCOC(=O)OC(=O)[O-]" max_force_ha_per_bohr=0.0752 charge=-1 lumo_energy_ev=2.2 de_lowest_kj_mol=79.9 homo_lumo_gap_ev=6.4
C 2.3271 -2.0045 -1.5249 0.185 0.466 -0.153 -0.89
C 3.1049 -1.0289 -0.6120 -0.114 -0.855 -1.102 -0.71
N 2.4039 0.2693 -0.6228 0.676 -0.664 1.943 0.13
C 3.3292 1.4145 -0.5281 0.645 0.416 -0.108 -0.79
C 3.8327 1.7524 0.8833 0.165 0.255 0.006 -0.94
C 1.3349 0.3471 0.2628 -1.224 0.730 -0.612 0.08
S 0.5068 1.7432 0.4728 0.090 -0.061 -0.018 -0.23
S 0.7634 -1.0881 1.2116 0.461 -0.723 -0.151 -0.16
C -0.8719 -1.5174 0.4737 0.100 1.246 -0.566 -0.80
C -1.9749 -0.5970 1.0061 -0.867 -0.392 -0.076 -0.17
C -3.3743 -1.2564 0.9153 0.703 -0.680 1.056 -0.82
O -4.4182 -0.2939 0.9257 0.185 -0.048 -0.452 -0.32
C -4.6021 0.2633 -0.2903 -1.066 1.091 -1.042 0.63
O -4.1201 -0.1374 -1.3180 0.374 -0.605 0.469 -0.53
O -5.4265 1.3341 -0.2530 0.451 -1.259 0.887 -0.36
C -4.5761 2.5325 -0.3345 1.919 3.355 -0.084 0.61
O -4.2165 3.0736 0.7212 -0.981 -1.459 0.745 -0.67
O -4.2770 2.9261 -1.4553 -0.804 -0.997 -0.951 -0.65
H 1.2498 -1.8743 -1.4143 0.149 -0.257 0.208 0.09
H 2.5399 -1.7215 -2.5635 0.026 -0.178 0.119 0.34
H 2.6112 -3.0486 -1.3724 -0.077 0.117 0.055 0.31
H 4.0898 -0.9299 -1.0807 -0.117 0.384 0.204 0.53
H 3.2799 -1.4399 0.3865 -0.238 0.160 -0.036 0.37
H 4.2134 1.1603 -1.1234 -0.258 -0.058 -0.066 0.42
H 2.9181 2.3173 -0.9821 -0.336 -0.273 0.081 0.38
H 4.4634 2.6460 0.7905 -0.007 -0.195 0.076 0.37
H 3.0407 2.0092 1.5882 -0.051 -0.087 -0.206 0.30
H 4.4393 0.9587 1.3344 -0.097 -0.009 -0.210 0.28
H -0.7318 -1.3929 -0.6058 -0.261 -0.046 0.119 0.31
H -1.0819 -2.5795 0.6325 0.315 0.138 0.381 0.56
H -2.0497 0.3559 0.4775 0.425 -0.124 0.026 0.22
H -1.7679 -0.3952 2.0606 -0.060 0.205 -0.170 0.34
H -3.5038 -1.8254 1.8454 -0.220 0.025 -0.190 0.39
H -3.4556 -1.9726 0.0930 -0.092 0.382 -0.181 0.38

# 3
29
Properties=species:S:1:pos:R:3:forces:R:3:mulliken_charge:R:1 method="wB97M-V/def2-TZVPD" multiplicity=1 max_force_ha_per_bohr=0.0593 charge=+1 lumo_energy_ev=-4.1 de_lowest_kj_mol=95.2 homo_lumo_gap_ev=8.3
C -3.7340 -1.9798 0.5344 -2.084 0.449 0.029 -0.38
C -3.9181 -1.2300 -0.6331 1.387 -0.840 -1.815 -0.54
C -2.5900 -1.8054 1.3022 0.662 -2.436 1.713 -0.46
C -2.8198 -0.5191 -1.1075 -0.636 1.120 0.831 -0.38
C -1.4936 -1.0926 0.8442 -0.070 1.310 0.537 -0.31
C -1.6952 -0.4049 -0.3053 0.356 0.200 -2.443 0.64
C -0.0343 3.1599 -0.5794 0.649 -0.348 -0.494 -0.90
C 3.3320 -0.9649 1.3587 -2.729 0.704 0.478 -0.91
C 3.0204 -2.0865 -0.7445 2.344 0.376 0.064 -0.09
C -1.0161 2.2100 -1.2318 -0.373 -1.491 -1.153 -0.53
N 2.4994 -1.4567 0.2292 -0.577 1.553 -1.258 0.03
O 0.7587 0.4228 -0.0560 0.892 -0.367 0.119 -0.68
S -0.3067 0.3733 -1.1356 -1.387 1.431 0.443 0.31
H -4.6565 -2.5479 0.8357 1.522 0.216 0.135 0.33
H -4.6525 -1.4182 -1.4414 -0.307 0.188 1.355 0.34
H -2.4114 -2.4567 2.2149 -0.657 1.090 -1.011 0.29
H -2.9046 0.1545 -1.9582 -0.026 -0.532 -0.304 0.33
H -0.5778 -0.7580 1.3478 -0.368 -1.088 0.412 0.41
H 0.8659 2.5241 -0.2379 -1.057 1.674 -0.567 0.21
H 0.1460 4.0500 -1.2280 0.556 -1.047 0.226 0.30
H -0.5184 3.6047 0.2620 -0.094 -0.024 0.950 0.31
H 3.2006 -1.5665 2.2235 -0.261 -0.942 0.596 0.36
H 4.3291 -0.9442 1.1200 2.363 0.070 -0.810 0.40
H 2.9848 0.0303 1.6979 0.089 -0.412 -0.725 0.28
H 4.1137 -2.2032 -0.6187 -0.556 -0.788 -0.218 0.22
H 2.6553 -2.3486 -1.7573 -0.717 0.325 1.097 0.30
H 1.6308 -0.7690 -0.0261 0.044 -0.594 0.918 0.32
H -1.1602 2.2812 -2.3396 0.335 0.317 0.902 0.42
H -2.0309 2.1785 -0.7910 0.700 -0.113 -0.007 0.38

# 4
27
Properties=species:S:1:pos:R:3:forces:R:3:mulliken_charge:R:1 method="wB97M-V/def2-TZVPD" multiplicity=1 smiles=CCc1ccc(O)cc1.CC max_force_ha_per_bohr=0.0458 lumo_energy_ev=0.9 de_lowest_kj_mol=183.2 homo_lumo_gap_ev=9.2
C 2.7738 1.2345 2.5962 0.701 -0.158 1.718 -1.08
C 1.3151 1.6664 2.4448 0.031 0.673 -2.259 -0.81
C 0.7849 0.9124 1.2274 0.050 0.482 0.324 0.33
C 1.0947 1.4120 -0.0349 -0.203 -0.023 -0.873 -0.42
C 0.7819 0.6979 -1.1772 -0.739 -1.146 -0.433 -0.41
C 0.3370 -0.6216 -1.0814 -1.276 0.348 0.847 0.09
O -0.0970 -1.2050 -2.2229 0.893 -0.202 -1.327 -0.59
C 0.1062 -1.1665 0.1774 0.523 -0.007 -0.115 -0.18
C 0.2414 -0.3592 1.3006 1.068 -0.921 0.159 -0.60
H 2.9226 0.5351 3.4294 -0.348 0.094 0.110 0.31
H 3.4453 2.0598 2.8417 -0.062 0.103 -0.190 0.32
H 3.2074 0.6651 1.7789 -0.359 0.388 -0.533 0.35
H 0.6805 1.7261 3.2996 -0.262 -1.154 0.979 0.51
H 1.2108 2.7202 2.1625 0.709 0.093 -0.252 0.31
H 1.6062 2.3400 -0.2580 -0.187 0.362 0.736 0.31
H 0.7121 1.0883 -2.1867 0.670 0.389 0.125 0.36
H -0.5112 -2.0756 -2.1939 0.223 0.232 0.793 0.35
H -0.0168 -2.2394 0.2728 -0.546 0.060 0.087 0.47
H 0.2129 -0.8632 2.2612 -0.404 0.242 0.123 0.34
C -3.3301 -1.4452 -0.8596 0.948 -1.550 0.193 -0.83
C -2.9450 -0.7444 -2.1626 -1.367 0.000 0.764 -0.67
H -2.5676 -2.1269 -0.4547 0.655 0.436 -0.283 0.20
H -3.5317 -0.8137 0.0011 -0.614 0.183 -0.246 0.28
H -4.0516 -2.2406 -1.0734 -0.854 0.761 0.248 0.35
H -2.9423 -1.5031 -2.9443 0.479 0.237 -0.236 0.23
H -3.7753 -0.0702 -2.3889 0.128 0.086 -0.244 0.33
H -2.0411 -0.1648 -2.0830 0.142 -0.010 -0.216 0.17

# 5
27
Properties=species:S:1:pos:R:3:forces:R:3:mulliken_charge:R:1 method="wB97M-V/def2-TZVPD" multiplicity=1 smiles=Cc1ccc(O)cc1.CCC max_force_ha_per_bohr=0.0376 lumo_energy_ev=0.8 de_lowest_kj_mol=138.5 homo_lumo_gap_ev=9.2
C -1.0556 2.1262 2.1392 0.078 -0.556 0.630 -1.42
C -0.6101 0.7655 1.6593 -0.270 0.730 -1.448 0.70
C -1.5672 -0.1344 1.1885 0.867 -0.712 1.279 -0.71
C -1.1935 -1.4046 0.7058 -1.159 1.502 0.373 -0.52
C 0.1460 -1.7141 0.6072 0.071 0.675 -1.356 0.32
O 0.6098 -2.9215 0.2130 1.803 0.289 0.495 -0.53
C 1.0844 -0.6728 0.6957 -0.615 -0.142 0.820 -0.13
C 0.7094 0.5398 1.2756 0.506 -1.071 0.012 -0.61
H -1.8529 2.0155 2.8787 -0.042 0.108 -0.086 0.40
H -1.4383 2.7102 1.3033 0.117 0.185 0.066 0.25
H -0.2301 2.6293 2.6417 -0.047 0.241 -0.179 0.39
H -2.5990 0.0806 1.4427 -0.139 -0.072 -0.473 0.36
H -2.0427 -1.9754 0.3525 0.416 -0.805 0.127 0.32
H -0.0021 -3.4846 -0.2126 -1.387 -0.608 -0.508 0.30
H 2.0826 -0.8251 0.3124 0.105 -0.176 0.260 0.50
H 1.5196 1.2422 1.4326 -0.303 0.353 0.068 0.36
C 0.3488 2.0951 -1.8270 0.618 -0.179 0.355 -0.98
C 0.0201 0.8188 -2.5835 0.042 0.113 0.064 -0.17
C 1.2130 -0.1429 -2.7210 0.125 0.334 -1.531 -1.16
H 1.0536 2.7246 -2.3783 -0.486 0.268 -0.226 0.39
H -0.5595 2.6037 -1.5035 0.160 0.368 -0.266 0.26
H 0.9189 1.8636 -0.9239 -0.275 -0.191 0.094 0.12
H -0.8734 0.3698 -2.1423 0.341 -0.340 0.346 0.23
H -0.3221 1.0593 -3.5929 0.065 0.154 -0.036 0.38
H 2.1168 0.0113 -2.1452 -0.386 0.092 1.167 0.31
H 0.8842 -1.1778 -2.6904 0.259 -0.132 0.062 0.22
H 1.6759 0.0556 -3.7038 -0.466 -0.428 -0.109 0.40

# 6
27
Properties=species:S:1:pos:R:3:forces:R:3:mulliken_charge:R:1 method="wB97M-V/def2-TZVPD" multiplicity=1 smiles=Cc1ccc(O)cc1.CCC max_force_ha_per_bohr=0.0337 lumo_energy_ev=0.9 de_lowest_kj_mol=128.4 homo_lumo_gap_ev=9.7
C -0.3922 -3.4587 1.3921 -0.443 -1.347 0.251 -1.38
C -0.1942 -1.9925 1.3282 0.370 0.794 -0.402 0.67
C 1.0514 -1.3707 1.2872 -0.622 0.461 1.039 -0.64
C 1.1085 0.0026 1.5529 0.650 0.011 -0.296 -0.23
C -0.0227 0.7655 1.7498 -1.046 0.056 -0.539 0.10
O 0.0407 2.1361 1.9426 0.502 -0.088 -0.460 -0.50
C -1.2962 0.2105 1.5274 1.590 -0.530 -0.217 -0.30
C -1.3209 -1.1537 1.2911 -0.633 -0.433 0.138 -0.53
H -0.6074 -3.8314 2.4057 0.120 0.542 0.067 0.29
H 0.4421 -4.0927 1.0886 0.129 0.375 -0.357 0.37
H -1.2872 -3.7736 0.8518 0.114 0.061 -0.319 0.34
H 1.9895 -1.9015 1.2011 -0.102 -0.252 -0.070 0.35
H 2.0834 0.4782 1.5483 -0.113 0.150 0.163 0.39
H -0.0696 2.3247 2.8678 -0.072 0.161 0.590 0.32
H -2.1401 0.8749 1.4480 -0.261 -0.120 0.124 0.47
H -2.2521 -1.6537 1.0437 -0.185 0.150 0.275 0.28
C -0.2522 0.3616 -2.2102 -0.024 -0.908 0.457 -1.04
C 0.1606 1.7438 -1.6432 -1.193 -1.190 -0.401 0.30
C 0.8742 2.5724 -2.6987 -0.203 -0.440 0.041 -1.42
H -1.2679 0.0149 -1.9754 -0.174 0.773 -0.309 0.30
H -0.0834 0.2762 -3.2839 -0.098 0.014 -0.016 0.36
H 0.2710 -0.4648 -1.7212 0.658 0.158 -0.172 0.20
H 0.7797 1.5389 -0.7829 0.350 0.347 0.224 -0.05
H -0.7748 2.1601 -1.2589 0.315 0.628 -0.073 0.27
H 1.7187 1.9740 -3.0530 0.314 0.394 0.188 0.35
H 1.1654 3.5372 -2.2985 0.338 0.116 -0.130 0.37
H 0.2757 2.7219 -3.6003 -0.280 0.117 0.204 0.35

# 7
27
Properties=species:S:1:pos:R:3:forces:R:3:mulliken_charge:R:1 method="wB97M-V/def2-TZVPD" multiplicity=1 smiles=CCc1ccc(O)cc1.CC max_force_ha_per_bohr=0.0556 lumo_energy_ev=0.8 de_lowest_kj_mol=180.6 homo_lumo_gap_ev=9.3
C 0.8050 -0.5736 4.1440 -0.079 1.432 0.514 -0.97
C 1.1625 0.5832 3.1921 1.769 0.217 -0.495 -0.62
C 1.1811 0.2929 1.6844 -0.570 -0.315 1.528 0.92
C 1.6404 -0.9722 1.2694 -0.208 1.872 0.359 -0.56
C 1.7611 -1.2006 -0.0705 -0.125 -1.225 -2.582 -0.44
C 1.2581 -0.2602 -1.0053 0.029 1.419 1.733 0.09
O 0.8561 -0.4719 -2.2984 0.845 -0.676 -0.664 -0.45
C 0.9429 1.0281 -0.5566 -0.737 0.031 -0.145 -0.25
C 0.7886 1.2959 0.8107 0.916 -0.782 -0.418 -0.72
H 0.9196 -1.5618 3.7220 -0.012 -0.116 0.080 0.35
H -0.1949 -0.4284 4.5501 -0.223 -0.333 -0.273 0.28
H 1.4575 -0.4212 5.0045 0.033 -0.609 0.089 0.26
H 0.5799 1.4933 3.3630 -0.110 -0.268 0.171 0.32
H 2.2403 0.8846 3.4475 -1.341 -0.264 -0.374 0.24
H 1.8492 -1.6517 2.0782 0.520 -0.462 -0.466 0.27
H 2.2046 -2.1189 -0.5169 -0.629 0.412 0.671 0.32
H 1.5835 -0.6609 -2.9057 0.001 -0.158 0.204 0.29
H 0.7279 1.7457 -1.3597 -0.242 -0.183 0.582 0.37
H 0.4093 2.2170 1.2510 0.200 0.012 -0.506 0.30
C -3.1489 0.6657 -2.9258 -1.207 -0.797 1.176 -0.90
C -2.3484 -0.4549 -3.5963 -0.808 0.276 0.354 -0.59
H -4.2483 0.5884 -3.0515 0.527 0.409 -0.982 0.33
H -3.2018 0.5344 -1.8362 0.910 0.071 0.047 0.26
H -2.7346 1.6559 -3.1177 -0.363 -0.058 -0.210 0.27
H -2.5584 -1.4474 -3.1984 0.059 0.110 0.428 0.28
H -1.3150 -0.2045 -3.4410 0.566 -0.340 -0.297 0.06
H -2.6173 -0.5570 -4.6371 0.281 0.327 -0.524 0.31

# 8
27
Properties=species:S:1:pos:R:3:forces:R:3:mulliken_charge:R:1 method="wB97M-V/def2-TZVPD" multiplicity=1 smiles=CCc1ccccc1.CCO max_force_ha_per_bohr=0.0709 lumo_energy_ev=0.8 de_lowest_kj_mol=268.3 homo_lumo_gap_ev=9.8
C 2.1963 -1.3531 1.3111 -2.506 0.421 1.731 -1.19
C 1.2442 -1.1469 0.0892 3.021 0.675 -0.443 0.16
C 1.3395 0.2955 -0.3711 -0.566 -1.055 -0.727 0.50
C 2.5366 1.0005 -0.6006 -0.283 1.450 -1.101 -0.52
C 2.3539 2.2872 -1.1058 -0.541 0.298 -0.289 -0.35
C 1.1164 2.9039 -1.3387 0.635 0.135 0.823 -0.44
C -0.0239 2.1774 -1.1744 -0.569 -1.507 -0.353 -0.66
C 0.1131 0.8204 -0.7830 0.606 1.858 -0.426 -0.42
H 1.5598 -1.9606 2.0073 1.161 -0.019 -0.284 0.36
H 2.2924 -0.3946 1.8749 0.163 -0.555 -0.528 0.35
H 3.1832 -1.7777 1.1738 -0.117 -0.165 -0.377 0.29
H 1.7067 -1.7470 -0.7169 -0.865 -0.146 0.142 0.28
H 0.2004 -1.3622 0.2760 0.113 -0.485 0.117 -0.17
H 3.6058 0.7022 -0.6783 -1.161 -0.626 0.848 0.29
H 3.1569 2.8668 -1.4889 1.105 0.236 0.208 0.36
H 1.0757 3.9556 -1.5900 0.084 -0.068 -0.317 0.38
H -0.9858 2.5734 -1.5106 0.219 -0.161 0.325 0.35
H -0.6969 0.1524 -0.9956 -0.458 -0.258 0.637 0.44
C -2.5334 -1.3693 1.9841 0.971 2.322 0.641 -0.75
C -2.6716 -1.6893 0.5217 -1.748 -3.114 -0.724 -0.26
O -4.0581 -2.2028 0.3421 -0.183 1.857 -0.492 -0.54
H -2.0096 -0.3862 2.0893 -0.536 -0.382 0.007 0.28
H -1.8552 -2.0120 2.5497 -0.536 -0.463 -0.121 0.25
H -3.5375 -1.2549 2.4599 0.926 -0.338 -0.262 0.28
H -2.3524 -0.9309 -0.2574 -0.522 -0.893 1.086 0.26
H -2.3670 -2.7388 0.3099 1.842 1.201 -0.092 0.18
H -4.6351 -1.4315 0.4145 -0.255 -0.218 -0.026 0.29